The following is a quantum chemistry calculation of a molecular structure, C11H10BrCdN2OS in a non-equilibrium geometry, from the Open Molecules 2025 dataset.

```
27
Properties=species:S:1:pos:R:3:forces:R:3
Cd -0.0886 0.1059 -0.6247 -0.471 -0.860 0.340
Br -2.9636 -0.1148 -1.4682 -0.016 -0.186 0.255
S 1.8216 -0.2438 -2.0411 0.126 0.099 -0.183
O 0.7164 2.0381 -0.3356 0.535 0.630 -0.212
N -1.3678 -1.0408 0.5810 -0.134 0.682 -0.842
N 1.6867 2.3412 -1.1970 0.458 0.346 -0.481
C 3.0466 4.0840 -2.0907 0.206 -0.045 -0.209
C -1.9621 -2.6012 2.3274 0.066 0.285 -0.368
C 3.6301 3.1855 -2.9887 -0.467 -0.602 0.361
C 2.2605 1.4300 -2.0476 -0.671 -0.503 0.621
C 2.0920 3.6382 -1.2224 -0.245 -0.260 0.175
C -3.2779 -2.6952 1.8165 0.102 -0.318 0.478
C -2.6476 -1.1658 0.1153 -0.680 -0.263 -0.087
C -3.6057 -1.9621 0.6681 0.274 0.637 -0.664
C -1.5367 -3.3652 3.5442 0.094 0.049 -0.014
C 3.2264 1.8612 -2.9432 0.603 1.098 -0.293
C -1.0644 -1.7944 1.6865 0.361 -0.524 0.844
H -1.1939 -2.6773 4.3167 0.000 -0.063 0.112
H 3.3355 5.1234 -2.0712 -0.042 0.043 0.033
H -0.0360 -1.7053 2.0224 -0.096 -0.071 0.108
H -4.0172 -3.3192 2.2860 -0.084 -0.126 0.118
H 4.3721 3.5071 -3.6973 0.149 0.072 -0.111
H -2.3595 -3.9531 3.9408 -0.033 -0.060 0.057
H 1.5885 4.2655 -0.5045 -0.045 -0.014 0.018
H 3.6469 1.1230 -3.6058 0.031 -0.049 -0.059
H -4.5900 -2.0297 0.2314 -0.031 0.092 -0.076
H -0.7121 -4.0350 3.3018 0.011 -0.088 0.080
```
Positions in Å, forces in eV/Å.

Calculated values
Max |F| in eV/Å: 1.29
LUMO energy (spin up / spin down) in eV: -0.101 / -0.103
Frontier orbital gap (spin up / spin down) in eV: 4.525 / 8.312
2S+1: 2
HOMO level (spin up / spin down) in eV: -4.626 / -8.414

---

The following is a quantum chemistry calculation of a molecular structure, C11H10BrInNO2 in a non-equilibrium geometry, from the Open Molecules 2025 dataset.

```
26
Properties=species:S:1:pos:R:3:forces:R:3
In 3.3304 2.0976 2.1089 0.643 2.285 2.797
Br 3.9096 -1.8861 -1.6244 -0.376 0.093 0.531
O 0.6978 1.0336 1.6210 0.800 -0.215 -0.655
O -0.6292 0.2750 -2.6855 0.311 0.000 0.345
N 0.6555 0.4697 -0.6868 -2.056 -0.688 -0.015
C 2.7966 -0.9750 -0.2760 -0.465 0.369 -0.252
C 1.3778 -0.8431 -0.9367 1.248 -0.413 0.009
C 0.1380 0.6824 0.6161 -0.724 0.060 1.795
C -3.2144 -0.1885 -0.9798 0.853 0.393 -0.335
C -2.2540 0.4381 1.7361 -0.422 -0.019 0.170
C -1.3836 0.4317 0.7079 0.481 0.102 -2.381
C -3.7002 0.1289 1.3916 0.170 0.016 -0.572
C -1.8041 0.1514 -0.6377 0.516 -0.138 1.321
C -4.1093 -0.1896 0.0479 -0.173 -0.099 0.429
C -0.5441 0.2877 -1.4953 -0.854 0.241 -0.794
C 3.5352 0.3541 0.0341 0.598 -0.829 -0.576
H 1.5132 -0.9398 -2.0273 -0.382 0.364 0.320
H 0.7204 -1.6713 -0.6098 0.420 0.151 -0.047
H -1.9113 0.6545 2.7540 -0.453 -0.159 -0.163
H -3.4641 -0.4193 -2.0222 -0.032 0.103 0.351
H 3.0012 1.0340 0.7357 -0.687 -2.077 -2.269
H 4.4986 0.0800 0.5091 -0.351 0.241 -0.232
H 2.7175 -1.6563 0.5807 0.337 0.349 -0.192
H -4.4796 0.1429 2.1715 0.489 0.037 -0.165
H 3.7564 0.9468 -0.8714 -0.171 -0.267 0.315
H -5.1544 -0.4394 -0.1617 0.280 0.102 0.266
```
Positions in Å, forces in eV/Å.

Calculated values
Total charge: +3
Max |F| in eV/Å: 3.67
LUMO energy in eV: -17.169
Frontier orbital gap in eV: 2.291
HOMO level in eV: -19.460

---

The following is a quantum chemistry calculation of a molecular structure, C11H10ClMoNO in a non-equilibrium geometry, from the Open Molecules 2025 dataset.

```
25
Properties=species:S:1:pos:R:3:forces:R:3
Mo 0.3114 0.5821 -1.2357 -0.846 1.815 1.871
Cl 2.1336 1.8606 -0.3988 -0.198 -0.485 -0.205
O -0.0764 0.8145 2.8831 -1.283 0.202 -2.520
N -0.7389 0.9101 0.5347 0.567 1.234 3.288
C -0.4040 -1.3329 -1.9724 0.998 -4.001 0.119
C -0.4903 -1.6334 0.2859 1.580 -1.858 0.077
C -1.2764 -1.6523 -0.8958 0.729 0.852 -0.855
C 0.0084 2.1849 -2.9519 0.858 -0.390 0.370
C 1.1174 1.3127 -3.3138 -0.737 0.622 -0.519
C 0.9094 -1.5830 -0.0263 -1.379 -0.116 -1.099
C -0.4413 0.8987 1.7371 0.769 0.025 -1.210
C 0.5724 0.1573 -3.9174 -1.361 1.091 -0.352
C 1.0047 -1.4069 -1.4715 -0.648 -0.848 -0.442
C -1.2063 1.5059 -3.2772 0.521 -0.762 -0.762
C -0.8717 0.2835 -3.9176 0.740 1.538 -1.015
H 2.1678 1.5778 -3.2753 -0.247 -0.035 0.065
H 1.7883 -1.7737 0.6068 -0.777 0.571 -0.087
H 0.1170 3.2413 -2.6925 -0.083 -0.577 0.184
H -0.6453 -1.3568 -3.0355 0.038 -0.875 1.585
H 1.9065 -1.6205 -2.0784 -0.806 0.307 0.481
H -0.8619 -1.8726 1.2813 0.023 0.543 -0.208
H -1.5840 -0.4483 -4.3195 0.370 0.471 0.266
H -2.3557 -1.8871 -1.0263 0.941 0.688 0.449
H -2.2128 1.9098 -3.1943 0.306 -0.132 0.229
H 1.1283 -0.6718 -4.3460 -0.074 0.119 0.292
```
Positions in Å, forces in eV/Å.

Calculated values
Max |F| in eV/Å: 4.13
LUMO energy (spin up / spin down) in eV: -1.276 / -1.138
Frontier orbital gap (spin up / spin down) in eV: 6.630 / 7.185
2S+1: 3
HOMO level (spin up / spin down) in eV: -7.906 / -8.324

---

Asked for E across the records above, the calculation gives -3749.78425, -3393.16137, -1083.45116 a.u. in order.